# 1
Molecular formula: C9H19P
Method: DFT, ωB97M-V/def2-TZVPD

Cartesian coordinates (Å):
C  -0.39  -0.14  -0.11
C  -0.11  0.44  2.20
C  1.36  1.51  0.55
C  -0.98  2.25  0.82
C  0.77  -1.96  -1.85
C  0.50  -2.43  0.44
C  -1.40  -1.05  -0.48
C  -0.06  1.02  0.77
C  0.05  -1.46  -0.62
P  -0.02  1.78  -2.83
H  0.82  0.00  2.36
H  0.02  1.23  2.90
H  -1.04  -0.14  2.54
H  1.66  1.82  -0.51
H  1.53  2.55  0.98
H  2.18  0.82  0.81
H  -1.94  1.93  1.04
H  -0.78  2.81  -0.18
H  -0.67  2.90  1.54
H  0.72  -1.17  -2.69
H  1.85  -2.20  -1.64
H  0.07  -2.81  -2.23
H  0.18  -3.41  0.23
H  1.48  -2.67  0.53
H  0.12  -2.38  1.46
H  -1.93  -1.57  0.23
H  -0.91  2.44  -1.99
H  -1.95  -0.85  -1.34
H  -1.11  0.74  -2.92

Output
E_HOMO (spin up / spin down) = -8.39 / -7.29 eV
HOMO-LUMO gap (spin up / spin down) = 0.3357 / 0.2356 hartree
multiplicity = 1
E_tot = -18923.45937 eV

# 2
Molecular formula: C20H15Cl2IrN7O3S
Method: DFT, ωB97M-V/def2-TZVPD

Cartesian coordinates (Å):
Ir  -0.67  0.26  0.33
Cl  4.51  -3.34  -2.97
C  3.78  -1.95  -2.30
C  2.66  -2.07  -1.54
C  2.01  -0.95  -0.96
N  0.82  -1.11  -0.35
C  0.19  -2.37  -0.26
O  0.58  -3.32  0.34
C  -1.08  -2.33  -1.03
C  -1.52  -3.41  -1.77
C  -2.68  -3.24  -2.53
C  -3.34  -2.02  -2.49
C  -2.82  -1.00  -1.71
N  -1.70  -1.16  -1.01
C  2.60  0.32  -1.13
C  3.73  0.43  -1.94
C  4.32  -0.67  -2.52
Cl  5.71  -0.46  -3.47
N  2.11  1.44  -0.42
C  2.84  2.70  -0.31
O  3.82  3.02  -0.89
C  2.10  3.48  0.67
C  2.32  4.73  1.17
C  1.42  5.22  2.11
C  0.33  4.46  2.49
C  0.14  3.21  1.94
N  1.02  2.72  1.03
H  2.25  -3.06  -1.37
H  -0.96  -4.33  -1.76
H  -3.06  -4.06  -3.14
H  -4.24  -1.85  -3.07
H  -3.30  -0.04  -1.64
H  4.19  1.38  -2.11
H  3.18  5.29  0.83
H  1.56  6.21  2.53
H  -0.37  4.84  3.22
H  -1.56  2.84  2.72
N  -1.53  -1.57  3.07
N  -2.71  -1.88  2.43
C  -3.45  -1.07  1.67
N  -4.63  -1.49  1.26
S  -2.96  0.53  1.22
H  -0.77  -1.43  2.43
H  -1.64  -0.76  3.67
H  -3.06  -2.80  2.65
H  -5.04  -2.36  1.59
H  -5.24  -0.85  0.77
O  -0.84  2.39  2.24
C  0.98  1.47  0.33

Output
E_HOMO (spin up / spin down) = -12.74 / -12.78 eV
charge = +2
HOMO-LUMO gap (spin up / spin down) = 0.1600 / 0.1620 hartree
multiplicity = 2
E_tot = -76259.23498 eV

# 3
Molecular formula: C30H30AsN6O7S3Yb
Method: DFT, ωB97M-V/def2-TZVPD

Cartesian coordinates (Å):
Yb  0.89  -0.13  -0.26
N  -1.30  -2.57  3.25
C  -0.85  -1.92  2.16
S  0.85  -1.72  2.00
N  -1.80  -1.54  1.33
N  -1.46  -0.77  0.28
C  -2.41  -0.56  -0.58
C  -3.75  -1.19  -0.45
C  -4.91  -0.44  -0.33
C  -6.14  -1.06  -0.14
C  -6.21  -2.44  -0.06
C  -5.06  -3.21  -0.19
C  -3.84  -2.58  -0.39
C  -2.11  0.28  -1.74
C  -3.04  0.45  -2.76
C  -2.74  1.24  -3.85
C  -1.51  1.88  -3.88
C  -0.63  1.66  -2.83
N  -0.90  0.87  -1.80
H  -0.64  -3.10  3.79
H  -2.26  -2.88  3.24
H  -4.85  0.64  -0.36
H  -7.04  -0.47  -0.05
H  -7.17  -2.93  0.11
H  -5.11  -4.29  -0.14
H  -2.94  -3.17  -0.51
H  -3.99  -0.06  -2.70
H  -3.44  1.36  -4.66
H  -1.23  2.53  -4.70
H  0.33  2.15  -2.83
O  1.67  -0.16  -2.88
As  3.16  -0.71  -2.01
O  3.94  -1.75  -2.98
O  2.51  -1.38  -0.64
C  4.07  0.99  -1.83
C  5.42  1.07  -2.14
C  6.07  2.29  -2.08
C  5.36  3.43  -1.73
C  4.01  3.36  -1.42
C  3.36  2.13  -1.49
S  1.93  2.11  0.63
O  2.69  0.88  0.92
O  2.02  2.04  -1.16
O  0.49  1.77  0.75
H  1.68  -0.62  -3.73
H  5.94  0.16  -2.42
H  7.13  2.36  -2.32
H  5.86  4.39  -1.69
H  3.45  4.24  -1.15
C  2.00  -5.45  -4.04
C  1.90  -6.24  -2.73
C  2.58  -5.53  -1.56
N  2.02  -4.19  -1.37
C  0.80  -3.84  -0.96
S  0.00  -2.59  -1.79
N  0.10  -4.45  0.04
C  0.34  -5.20  1.20
O  -0.62  -5.54  1.85
C  1.73  -5.54  1.60
C  2.73  -4.58  1.72
C  4.01  -4.96  2.07
C  4.30  -6.30  2.31
C  3.29  -7.26  2.23
C  2.00  -6.87  1.90
H  1.62  -6.04  -4.87
H  3.04  -5.19  -4.25
H  1.42  -4.53  -3.97
H  2.38  -7.22  -2.84
H  0.85  -6.41  -2.48
H  3.64  -5.39  -1.76
H  2.48  -6.13  -0.67
H  2.43  -3.50  -1.98
H  -0.86  -4.13  0.05
H  2.49  -3.53  1.54
H  4.79  -4.22  2.16
H  5.30  -6.60  2.56
H  3.51  -8.30  2.44
H  1.20  -7.60  1.84

Output
E_HOMO (spin up / spin down) = -7.57 / -7.57 eV
HOMO-LUMO gap (spin up / spin down) = 0.2654 / 0.2655 hartree
multiplicity = 2
E_tot = -179748.91004 eV

# 4
Molecular formula: CH2FNO3S
Method: DFT, ωB97M-V/def2-TZVPD

Cartesian coordinates (Å):
O  0.59  0.27  2.08
C  0.97  0.55  0.97
N  0.61  -0.09  -0.15
S  -0.88  -0.61  -0.51
O  -1.59  -1.12  0.58
O  -0.86  -1.13  -1.82
F  -1.57  0.82  -0.88
H  1.76  1.17  0.83
H  0.97  0.13  -1.10

Output
E_HOMO = -11.41 eV
HOMO-LUMO gap = 0.4266 hartree
multiplicity = 1
E_tot = -22253.60987 eV
SMILES string = O=CNS(=O)(=O)F

# 5
Molecular formula: C14H22N6Pd
Method: DFT, ωB97M-V/def2-TZVPD

Cartesian coordinates (Å):
Pd  0.42  0.58  0.00
C  -1.18  2.47  -1.28
C  -1.15  1.40  -2.36
N  -0.07  0.37  -2.08
C  -0.51  -1.04  -2.38
C  -1.05  -1.80  -1.17
C  -1.77  -2.98  -1.22
C  -2.13  -3.56  0.00
C  -1.77  -2.98  1.21
C  -1.05  -1.80  1.17
C  -0.49  -1.05  2.37
N  -0.07  0.36  2.08
C  -1.17  1.37  2.35
C  -1.20  2.45  1.29
N  -1.43  1.76  0.00
N  -0.73  -1.27  0.00
H  -1.87  3.29  -1.51
H  -0.20  2.93  -1.20
H  -1.01  1.83  -3.35
H  -2.10  0.86  -2.38
H  0.73  0.57  -2.67
H  0.35  -1.58  -2.78
H  -1.26  -1.02  -3.17
H  -2.05  -3.43  -2.16
H  -2.69  -4.49  0.00
H  -2.04  -3.44  2.15
H  0.38  -1.58  2.76
H  -1.23  -1.04  3.18
H  0.72  0.57  2.67
H  -1.06  1.79  3.35
H  -2.11  0.82  2.35
H  -0.22  2.93  1.22
H  -1.90  3.26  1.52
H  -2.36  1.34  -0.01
N  3.44  1.34  0.06
C  4.69  0.85  0.04
C  4.59  -0.52  -0.04
C  3.22  -0.77  -0.06
N  2.52  0.36  0.01
H  3.16  2.30  0.12
H  5.55  1.50  0.08
H  5.40  -1.23  -0.08
H  2.70  -1.72  -0.11

Output
E_HOMO (spin up / spin down) = -14.90 / -14.83 eV
charge = +2
HOMO-LUMO gap (spin up / spin down) = 0.2846 / 0.2825 hartree
multiplicity = 1
E_tot = -27280.65430 eV

# 6
Molecular formula: C7H15N3O
Method: DFT, ωB97M-V/def2-TZVPD

Cartesian coordinates (Å):
C  1.62  -1.19  -0.25
C  0.40  -2.02  -0.62
C  -0.76  1.75  0.14
C  0.03  0.55  0.69
C  1.24  0.29  -0.22
C  -1.07  -0.54  0.61
C  2.43  1.14  0.22
N  -0.58  -1.87  0.44
N  -1.97  -0.10  -0.48
N  -1.51  1.05  -0.90
O  -3.54  0.35  0.40
H  1.96  -1.50  0.74
H  2.42  -1.35  -0.97
H  0.01  -1.70  -1.61
H  0.67  -3.08  -0.69
H  -1.44  2.17  0.89
H  -0.14  2.53  -0.29
H  0.35  0.68  1.72
H  0.96  0.58  -1.24
H  -1.67  -0.51  1.53
H  2.74  0.85  1.22
H  2.18  2.20  0.23
H  3.27  1.00  -0.46
H  -1.35  -2.51  0.32
H  -4.10  -0.37  0.10
H  -2.13  1.57  -1.51

Output
E_HOMO (spin up / spin down) = -8.53 / -8.53 eV
HOMO-LUMO gap (spin up / spin down) = 0.3496 / 0.3496 hartree
multiplicity = 1
E_tot = -14017.57127 eV

In order of appearance, molecular weight = 158.2; 696.6; 930.8; 127.1; 380.8; 157.2 g mol⁻¹.